(1)
DFT (ωB97M-V/def2-TZVPD) results for the molecule C22H46O.

```
69
Properties=species:S:1:pos:R:3:mulliken_charge:R:1
C 0.940 7.225 5.240 -1.158
C 2.436 6.976 5.389 -0.465
C 2.781 5.506 5.636 -0.560
C 2.487 4.606 4.439 -0.500
C 2.949 3.170 4.679 -0.742
C 2.644 2.265 3.488 -0.740
C 3.112 0.830 3.717 -0.766
C 2.801 -0.069 2.523 -0.461
C 3.271 -1.504 2.749 -0.688
C 3.070 -2.405 1.529 -0.794
C 1.602 -2.704 1.233 -0.264
C 1.448 -3.619 0.019 -0.955
C 0.006 -4.055 -0.241 -0.401
C -0.909 -2.900 -0.642 -0.332
C -2.342 -3.343 -0.946 -1.022
C -2.499 -4.265 -2.158 -0.992
C -1.962 -3.700 -3.474 -0.699
C -2.640 -2.399 -3.898 -0.278
C -2.179 -1.954 -5.285 -0.719
C -2.706 -0.578 -5.691 -0.559
C -4.214 -0.553 -5.937 -0.475
C -4.698 0.847 -6.317 -0.686
O -4.480 1.799 -5.302 -0.502
H 0.548 6.732 4.355 0.306
H 0.404 6.851 6.110 0.288
H 0.742 8.291 5.149 0.362
H 2.952 7.320 4.490 0.301
H 2.809 7.566 6.230 0.326
H 3.845 5.433 5.876 0.347
H 2.223 5.147 6.504 0.295
H 2.993 5.004 3.556 0.299
H 1.415 4.602 4.233 0.286
H 4.025 3.163 4.870 0.339
H 2.454 2.776 5.569 0.328
H 1.567 2.267 3.301 0.326
H 3.133 2.665 2.597 0.339
H 2.624 0.428 4.609 0.343
H 4.189 0.827 3.903 0.352
H 3.292 0.334 1.633 0.277
H 1.725 -0.055 2.343 0.236
H 4.334 -1.487 2.999 0.369
H 2.739 -1.929 3.603 0.339
H 3.592 -3.350 1.701 0.373
H 3.525 -1.932 0.655 0.376
H 1.149 -3.182 2.105 0.255
H 1.073 -1.769 1.050 0.174
H 1.835 -3.108 -0.866 0.316
H 2.059 -4.512 0.175 0.385
H -0.393 -4.536 0.656 0.265
H 0.015 -4.799 -1.039 0.294
H -0.951 -2.177 0.175 0.305
H -0.487 -2.390 -1.509 0.231
H -2.955 -2.452 -1.096 0.363
H -2.739 -3.863 -0.071 0.472
H -1.997 -5.214 -1.957 0.378
H -3.563 -4.483 -2.279 0.437
H -2.120 -4.449 -4.255 0.471
H -0.885 -3.540 -3.396 0.262
H -3.721 -2.549 -3.895 0.203
H -2.406 -1.611 -3.180 0.274
H -2.490 -2.694 -6.027 0.330
H -1.087 -1.921 -5.294 0.345
H -2.203 -0.263 -6.608 0.392
H -2.461 0.151 -4.916 0.277
H -4.470 -1.243 -6.743 0.301
H -4.744 -0.874 -5.037 0.243
H -5.766 0.809 -6.579 0.312
H -4.144 1.217 -7.183 0.346
H -4.894 1.481 -4.492 0.319
```

The calculation puts the relative energy (zero: lowest compared OMol25 entry of this formula, charge and spin) at 7.45 kcal per mole. The calculation puts the frontier orbital gap at 0.4059 hartree.


(2)
DFT (ωB97M-V/def2-TZVPD) results for a structure of composition C22H47Ca3NO12P2 at a distorted geometry.

```
87
Properties=species:S:1:pos:R:3:mulliken_charge:R:1
Ca -1.630 3.202 0.646 1.067
Ca -1.374 -0.053 -4.167 1.470
Ca 2.907 -1.808 -2.994 1.515
P 0.619 0.380 -0.712 0.867
O 2.190 0.444 -0.929 -0.819
O 0.166 -0.908 -1.482 -0.905
O -0.050 1.421 -1.616 -0.770
O 0.121 0.597 0.690 -0.739
P 0.990 -1.923 -6.606 0.769
O 1.445 -0.800 -5.672 -0.565
O 2.300 -2.513 -6.082 -0.531
O 1.250 -1.241 -7.954 -0.705
O -0.400 -2.308 -6.019 -0.761
C 0.024 4.707 6.638 -0.556
C 1.128 3.904 6.192 -0.679
C 0.550 3.153 4.980 -0.396
O -0.502 3.989 4.427 -0.363
C -0.576 5.192 5.316 -0.507
H 0.335 5.552 7.253 0.362
H -0.686 4.021 7.100 0.277
H 1.698 3.290 6.889 0.377
H 1.890 4.582 5.806 0.248
H 0.214 2.174 5.322 0.303
H 1.398 2.991 4.315 0.301
H -1.578 5.474 5.639 0.296
H -0.036 6.015 4.845 0.326
C 3.559 6.458 -0.357 -0.526
C 2.431 7.442 -0.580 -0.484
C 1.127 6.732 -0.052 -0.484
O 1.475 5.422 0.242 -0.293
C 2.873 5.401 0.512 -0.552
H 4.378 6.958 0.160 0.239
H 3.941 6.017 -1.278 0.329
H 2.463 7.559 -1.664 0.193
H 2.520 8.449 -0.173 0.380
H 0.210 6.751 -0.641 0.288
H 0.824 7.203 0.883 0.254
H 3.333 4.428 0.336 0.392
H 3.002 5.674 1.559 0.267
C -6.221 -2.608 -2.620 -0.593
C -6.828 -1.341 -3.263 -0.549
C -5.788 -0.271 -2.826 -0.403
O -4.615 -0.989 -2.730 -0.355
C -4.763 -2.395 -2.690 -0.403
H -6.556 -3.515 -3.123 0.336
H -6.475 -2.792 -1.576 0.253
H -7.871 -1.175 -2.993 0.338
H -6.767 -1.470 -4.344 0.270
H -5.997 0.108 -1.825 0.264
H -5.747 0.493 -3.602 0.264
H -4.188 -2.797 -1.855 0.280
H -4.425 -2.844 -3.623 0.315
C -6.268 0.569 4.021 -0.562
C -5.744 -0.592 3.185 -0.484
C -4.291 -0.122 2.863 -0.448
O -4.381 1.327 2.714 -0.358
C -5.640 1.799 3.309 -0.419
H -5.891 0.391 5.028 0.281
H -7.357 0.609 4.023 0.341
H -6.406 -0.714 2.328 0.232
H -5.847 -1.526 3.738 0.346
H -3.875 -0.576 1.964 0.326
H -3.608 -0.139 3.712 0.249
H -6.191 2.114 2.423 0.258
H -5.332 2.594 3.988 0.249
C 2.318 -6.179 -2.434 -1.187
C 3.260 -5.846 -1.263 -0.539
N 4.301 -4.877 -1.696 0.244
C 5.220 -5.479 -2.761 -0.660
C 5.912 -6.839 -2.423 -1.062
C 5.151 -4.550 -0.566 -0.669
C 5.972 -3.210 -0.667 -1.111
H 2.694 -7.053 -2.966 0.304
H 2.237 -5.411 -3.203 0.296
H 1.316 -6.344 -2.039 0.351
H 2.718 -5.393 -0.433 0.489
H 3.612 -6.807 -0.885 0.321
H 4.570 -5.523 -3.635 0.393
H 5.957 -4.779 -3.157 0.414
H 6.549 -7.270 -3.195 0.417
H 6.587 -6.702 -1.578 0.275
H 5.189 -7.637 -2.254 0.255
H 5.760 -5.355 -0.154 0.300
H 4.586 -4.203 0.300 0.385
H 6.350 -3.006 0.335 0.406
H 5.437 -2.327 -1.018 0.140
H 6.841 -3.375 -1.305 0.320
```

The calculation puts the relative energy (zero: lowest compared OMol25 entry of this formula, charge and spin) at 498.27 kcal per mole. The calculation puts the frontier orbital gap at 0.0572 hartree.


(3)
DFT (ωB97M-V/def2-TZVPD) results for a cluster of 5 separate species, C22H47F6N9O9S3 in total at a distorted geometry.

```
96
Properties=species:S:1:pos:R:3:mulliken_charge:R:1
C -3.052 -2.989 1.345 -0.273
C -2.091 -3.358 2.487 -0.771
C -1.216 -2.222 3.044 -0.678
O -1.271 -1.031 2.265 -0.039
C -0.002 -0.485 1.946 -2.652
C -0.232 0.734 1.039 3.204
C -0.897 1.821 1.897 -0.759
C -1.749 2.869 1.205 -1.210
O -1.040 3.489 0.133 -0.526
C -1.167 0.380 -0.113 -1.742
C -0.895 -0.917 -0.873 -1.747
C 0.215 -0.833 -1.924 1.611
S 0.474 -2.533 -2.500 -0.322
C 1.804 -2.444 -3.612 -0.067
S 2.675 -3.798 -3.885 -0.181
N 1.942 -1.200 -4.279 0.555
C 3.333 -0.722 -4.399 -0.881
C 3.484 0.625 -3.701 -0.412
C 1.180 -1.208 -5.558 -0.683
C -0.202 -0.545 -5.459 -0.958
O 1.041 1.122 0.423 -0.329
C 2.101 1.546 1.206 -0.467
C 3.427 0.842 0.828 0.748
F 4.406 1.238 1.691 -0.323
F 3.796 1.157 -0.443 -0.203
C 3.395 -0.706 0.911 0.403
F 4.632 -1.178 0.718 -0.297
F 2.973 -1.090 2.131 -0.284
F 2.582 -1.244 -0.007 -0.056
S 2.430 3.359 0.898 1.184
O 1.894 3.703 -0.383 -0.527
O 3.757 3.706 1.302 -0.654
F 1.520 3.940 2.033 -0.190
H -2.599 -3.188 0.373 0.197
H -3.360 -1.947 1.373 -0.025
H -3.940 -3.617 1.428 0.059
H -2.696 -3.742 3.311 0.306
H -1.463 -4.191 2.166 0.415
H -0.175 -2.547 3.129 0.485
H -1.548 -1.979 4.059 0.372
H 0.616 -1.227 1.438 0.862
H 0.475 -0.166 2.880 0.683
H -0.201 2.276 2.607 0.222
H -1.604 1.264 2.518 0.174
H -2.684 2.420 0.878 0.490
H -2.012 3.613 1.962 0.527
H -1.671 3.957 -0.414 0.341
H -2.175 0.332 0.299 -0.077
H -1.151 1.209 -0.825 1.083
H -0.729 -1.758 -0.198 0.301
H -1.812 -1.157 -1.422 0.510
H 1.153 -0.435 -1.540 -0.865
H -0.101 -0.195 -2.747 -0.083
H 3.622 -0.633 -5.449 0.337
H 4.016 -1.443 -3.951 0.343
H 2.700 1.312 -4.016 0.299
H 4.471 1.053 -3.886 0.174
H 3.372 0.477 -2.624 -0.096
H 1.052 -2.246 -5.875 0.420
H 1.787 -0.717 -6.314 0.410
H -0.401 0.107 -6.309 0.388
H -0.246 0.060 -4.555 0.231
H -0.996 -1.289 -5.391 0.286
H 1.954 1.414 2.279 0.613
N -7.855 -5.066 1.657 -0.398
C -6.547 -5.395 1.420 0.653
N -6.327 -6.167 0.312 -0.379
O -5.640 -5.023 2.144 -0.654
H -8.614 -5.358 1.074 0.159
H -8.044 -4.498 2.461 0.216
H -5.378 -6.419 0.112 0.218
H -7.056 -6.479 -0.299 0.163
N 8.522 2.083 -6.011 -0.394
C 7.281 2.306 -5.474 0.648
N 7.272 2.681 -4.156 -0.360
O 6.259 2.180 -6.121 -0.621
H 9.375 2.181 -5.495 0.156
H 8.560 1.807 -6.973 0.220
H 6.380 2.859 -3.736 0.228
H 8.101 2.790 -3.605 0.161
N -6.189 0.670 2.371 -0.450
C -4.890 0.509 1.969 0.696
N -4.055 -0.066 2.885 -0.173
O -4.516 0.841 0.854 -0.660
H -6.524 0.402 3.276 0.135
H -6.822 1.087 1.717 0.252
H -3.114 -0.284 2.595 0.008
H -4.360 -0.353 3.795 0.211
N 0.992 4.005 5.154 -0.330
C -0.264 4.203 5.659 0.626
N -0.327 4.411 7.012 -0.407
O -1.261 4.192 4.958 -0.607
H 1.821 4.001 5.716 0.170
H 1.073 3.859 4.165 0.269
H -1.233 4.563 7.409 0.236
H 0.479 4.428 7.606 0.152
```

The calculation puts the frontier orbital gap at 0.3079 hartree.


Values for HOMO energy, eV, ordered as above
-10.1 -4.0 -8.0